No. 1
This record from OMol25 describes a molecular structure, C15H16F6N6O6RuTe. The level of theory is ωB97M-V/def2-TZVPD.

XYZ file:
```
51
C15H16F6N6O6RuTe (ωB97M-V/def2-TZVPD)
Ru -1.682 2.491 -0.225
N -0.939 4.460 0.234
N -2.009 5.368 0.083
C -3.274 4.881 0.064
N -4.272 5.730 0.106
N -3.362 3.531 -0.020
N -4.623 2.877 0.276
O -5.639 3.509 0.107
O -4.501 1.757 0.648
H -0.640 4.401 1.212
H -0.159 4.773 -0.340
H -1.829 6.347 0.250
H -4.119 6.720 0.221
H -5.216 5.366 0.065
C -0.182 -4.650 -0.906
C 1.061 -3.909 -0.433
C 2.302 -4.359 -1.175
C 3.514 -3.650 -0.615
C 3.306 -2.172 -0.552
C 4.395 -1.359 -0.313
C 4.235 0.007 -0.207
F 5.266 0.770 0.051
C 2.990 0.624 -0.409
C 1.899 -0.149 -0.689
C 0.650 0.544 -0.999
O 0.294 1.593 -0.468
C -0.915 -0.858 -1.008
C -0.396 -1.952 -0.447
N 0.910 -2.411 -0.619
C 1.989 -1.594 -0.686
C -2.108 -0.130 -0.454
O -2.510 -0.422 0.647
O -2.477 0.929 -1.152
H 0.077 -5.702 -1.014
H -0.518 -4.293 -1.881
H -1.007 -4.602 -0.198
H 1.198 -4.041 0.646
H 2.184 -4.153 -2.242
H 2.404 -5.436 -1.060
H 4.413 -3.856 -1.197
H 3.722 -3.999 0.404
H 5.381 -1.788 -0.191
H 2.920 1.702 -0.371
H -1.015 -2.541 0.216
F 0.717 0.867 3.613
Te -0.259 -0.229 2.449
F -1.578 -0.017 3.751
F -0.657 -2.053 2.731
F -1.312 2.226 1.729
F 1.501 -1.040 2.258
O -0.132 -0.109 -1.893
```

Output
- HOMO level (spin up / spin down) (eV) = -15.253 / -16.280
- multiplicity = 5
- <S²> = 6.0446
- orbital gap (spin up / spin down) (eV) = 7.98 / 6.82
- F_max (eV/Å) = 0.552
- total charge = +2

=====

No. 2
This record from OMol25 describes a molecular structure, C17H17N6PdS3. The level of theory is ωB97M-V/def2-TZVPD.

XYZ file:
```
44
C17H17N6PdS3 (ωB97M-V/def2-TZVPD)
Pd -0.523 0.759 -0.008
C 4.355 0.653 2.549
S 2.860 1.146 3.386
C 1.555 0.676 2.363
S 1.691 0.207 0.702
N 0.410 0.722 3.036
N -0.633 0.424 2.247
C -1.554 -0.348 2.715
C -2.552 -0.829 1.774
C -3.624 -1.600 2.192
C -4.518 -2.078 1.237
C -4.291 -1.776 -0.092
C -3.179 -1.002 -0.435
N -2.331 -0.537 0.469
H 5.168 1.102 3.119
H 4.369 0.992 1.514
H 4.424 -0.438 2.596
H -1.530 -0.709 3.740
H -3.758 -1.827 3.242
H -5.364 -2.684 1.532
H -4.947 -2.138 -0.871
H -2.965 -0.770 -1.471
C -0.027 -0.128 -4.851
C 0.750 -0.816 -3.931
C 0.553 -0.582 -2.583
N -0.363 0.285 -2.130
C -1.110 0.951 -3.023
C -0.979 0.769 -4.385
H 0.105 -0.288 -5.912
H 1.498 -1.529 -4.246
H 1.128 -1.123 -1.842
H -1.834 1.650 -2.621
H -1.609 1.326 -5.064
S 0.602 3.054 -0.374
C -1.008 3.564 -0.212
N -1.363 4.873 -0.249
C -2.640 5.280 -0.091
C -3.618 4.346 0.118
C -3.222 3.009 0.128
N -1.961 2.630 -0.044
H -0.634 5.565 -0.399
H -2.816 6.347 -0.137
H -4.648 4.636 0.258
H -3.948 2.216 0.266
```

Output
- HOMO level (spin up / spin down) (eV) = -17.654 / -17.926
- multiplicity = 5
- <S²> = 6.0598
- orbital gap (spin up / spin down) (eV) = 7.81 / 5.13
- F_max (eV/Å) = 0.685
- total charge = +3

=====

Which value of <S²> does entry 2 give?
6.0598

=====

What did the second record say?
This record from OMol25 describes a molecular structure, C17H17N6PdS3. The level of theory is ωB97M-V/def2-TZVPD.

XYZ file:
```
44
C17H17N6PdS3 (ωB97M-V/def2-TZVPD)
Pd -0.523 0.759 -0.008
C 4.355 0.653 2.549
S 2.860 1.146 3.386
C 1.555 0.676 2.363
S 1.691 0.207 0.702
N 0.410 0.722 3.036
N -0.633 0.424 2.247
C -1.554 -0.348 2.715
C -2.552 -0.829 1.774
C -3.624 -1.600 2.192
C -4.518 -2.078 1.237
C -4.291 -1.776 -0.092
C -3.179 -1.002 -0.435
N -2.331 -0.537 0.469
H 5.168 1.102 3.119
H 4.369 0.992 1.514
H 4.424 -0.438 2.596
H -1.530 -0.709 3.740
H -3.758 -1.827 3.242
H -5.364 -2.684 1.532
H -4.947 -2.138 -0.871
H -2.965 -0.770 -1.471
C -0.027 -0.128 -4.851
C 0.750 -0.816 -3.931
C 0.553 -0.582 -2.583
N -0.363 0.285 -2.130
C -1.110 0.951 -3.023
C -0.979 0.769 -4.385
H 0.105 -0.288 -5.912
H 1.498 -1.529 -4.246
H 1.128 -1.123 -1.842
H -1.834 1.650 -2.621
H -1.609 1.326 -5.064
S 0.602 3.054 -0.374
C -1.008 3.564 -0.212
N -1.363 4.873 -0.249
C -2.640 5.280 -0.091
C -3.618 4.346 0.118
C -3.222 3.009 0.128
N -1.961 2.630 -0.044
H -0.634 5.565 -0.399
H -2.816 6.347 -0.137
H -4.648 4.636 0.258
H -3.948 2.216 0.266
```

Output
- HOMO level (spin up / spin down) (eV) = -17.654 / -17.926
- multiplicity = 5
- <S²> = 6.0598
- orbital gap (spin up / spin down) (eV) = 7.81 / 5.13
- F_max (eV/Å) = 0.685
- total charge = +3

=====

Look up the F_max of the second one.
0.685 eV/Å

=====

Repeat the second record exactly.
This record from OMol25 describes a molecular structure, C17H17N6PdS3. The level of theory is ωB97M-V/def2-TZVPD.

XYZ file:
```
44
C17H17N6PdS3 (ωB97M-V/def2-TZVPD)
Pd -0.523 0.759 -0.008
C 4.355 0.653 2.549
S 2.860 1.146 3.386
C 1.555 0.676 2.363
S 1.691 0.207 0.702
N 0.410 0.722 3.036
N -0.633 0.424 2.247
C -1.554 -0.348 2.715
C -2.552 -0.829 1.774
C -3.624 -1.600 2.192
C -4.518 -2.078 1.237
C -4.291 -1.776 -0.092
C -3.179 -1.002 -0.435
N -2.331 -0.537 0.469
H 5.168 1.102 3.119
H 4.369 0.992 1.514
H 4.424 -0.438 2.596
H -1.530 -0.709 3.740
H -3.758 -1.827 3.242
H -5.364 -2.684 1.532
H -4.947 -2.138 -0.871
H -2.965 -0.770 -1.471
C -0.027 -0.128 -4.851
C 0.750 -0.816 -3.931
C 0.553 -0.582 -2.583
N -0.363 0.285 -2.130
C -1.110 0.951 -3.023
C -0.979 0.769 -4.385
H 0.105 -0.288 -5.912
H 1.498 -1.529 -4.246
H 1.128 -1.123 -1.842
H -1.834 1.650 -2.621
H -1.609 1.326 -5.064
S 0.602 3.054 -0.374
C -1.008 3.564 -0.212
N -1.363 4.873 -0.249
C -2.640 5.280 -0.091
C -3.618 4.346 0.118
C -3.222 3.009 0.128
N -1.961 2.630 -0.044
H -0.634 5.565 -0.399
H -2.816 6.347 -0.137
H -4.648 4.636 0.258
H -3.948 2.216 0.266
```

Output
- HOMO level (spin up / spin down) (eV) = -17.654 / -17.926
- multiplicity = 5
- <S²> = 6.0598
- orbital gap (spin up / spin down) (eV) = 7.81 / 5.13
- F_max (eV/Å) = 0.685
- total charge = +3